110
Properties=species:S:1:pos:R:3 method="wB97M-V/def2-TZVPD" charge=0 e_lumo_ev=-0.169 homo_lumo_gap_ev=7.97
C 4.672 1.687 -3.230
C 4.174 2.802 -3.834
C 3.126 3.624 -3.178
O 3.270 4.146 -2.105
O 1.983 3.725 -3.891
C 1.614 5.113 -4.025
C 0.485 5.322 -5.003
C -0.798 4.463 -4.765
C -1.871 5.372 -4.141
C -3.329 4.847 -4.086
C -3.696 3.717 -5.049
C -3.342 2.316 -4.622
C -2.871 1.998 -3.385
C -2.538 0.632 -3.082
O -2.033 0.311 -1.862
C -2.816 0.768 -0.735
C -2.053 1.902 -0.048
C -2.661 -0.369 -4.001
O -2.286 -1.671 -3.689
N -0.829 -1.656 -3.507
O -0.286 -1.546 -4.523
C -3.166 -0.084 -5.302
N -3.383 -0.912 -6.323
S -3.964 0.011 -7.512
N -3.958 1.471 -6.823
C -3.495 1.265 -5.586
H 4.575 0.734 -3.737
H 5.101 1.768 -2.236
H 4.521 3.127 -4.813
H 2.486 5.639 -4.426
H 1.414 5.555 -3.048
H 0.193 6.369 -5.058
H 0.865 5.050 -5.991
H -1.070 4.050 -5.732
H -0.555 3.684 -4.046
H -1.553 5.525 -3.105
H -1.855 6.357 -4.607
H -3.964 5.686 -4.377
H -3.648 4.593 -3.076
H -3.264 3.898 -6.034
H -4.776 3.750 -5.213
H -2.734 2.737 -2.614
H -3.807 1.083 -1.065
H -2.979 -0.043 -0.029
H -2.238 1.850 1.015
H -2.347 2.887 -0.411
H -0.993 1.766 -0.235
C -0.104 -1.261 3.311
C 0.078 0.167 2.839
O -1.177 0.789 2.561
H -0.636 -1.844 2.557
H 0.857 -1.734 3.505
H -0.705 -1.292 4.226
H 0.656 0.192 1.916
H 0.609 0.757 3.595
H -1.694 0.785 3.373
C 3.669 -4.699 2.135
C 3.679 -3.184 2.220
O 2.716 -2.727 3.165
H 2.678 -5.056 1.849
H 4.397 -5.058 1.405
H 3.901 -5.138 3.105
H 3.424 -2.742 1.257
H 4.670 -2.822 2.514
H 2.944 -3.112 4.016
C -0.146 -4.870 4.515
C 0.987 -5.816 4.864
O 2.218 -5.108 5.009
H 0.072 -4.336 3.589
H -1.086 -5.413 4.396
H -0.270 -4.121 5.301
H 1.131 -6.552 4.074
H 0.772 -6.347 5.796
H 2.098 -4.467 5.718
C 2.260 4.881 1.055
C 1.485 3.660 0.600
O 0.358 4.025 -0.194
H 1.616 5.548 1.631
H 3.114 4.597 1.673
H 2.627 5.443 0.194
H 1.101 3.108 1.458
H 2.130 2.995 0.020
H 0.684 4.505 -0.962
C 1.628 -3.762 9.661
C 0.626 -2.981 8.832
O -0.206 -3.852 8.066
H 2.254 -4.382 9.017
H 2.270 -3.092 10.234
H 1.116 -4.432 10.356
H 1.138 -2.329 8.126
H -0.005 -2.361 9.477
H -0.674 -4.425 8.680
C -3.672 -3.538 2.385
C -4.801 -2.599 2.000
O -4.571 -2.005 0.726
H -2.722 -3.002 2.405
H -3.846 -3.979 3.368
H -3.574 -4.344 1.654
H -4.883 -1.785 2.719
H -5.755 -3.136 1.977
H -4.507 -2.713 0.077
C 2.088 -2.585 -2.411
C 3.149 -2.065 -3.357
O 4.162 -1.362 -2.640
H 1.650 -1.756 -1.854
H 1.300 -3.098 -2.958
H 2.514 -3.279 -1.681
H 2.714 -1.358 -4.063
H 3.604 -2.883 -3.926
H 4.566 -1.969 -2.013

111
Properties=species:S:1:pos:R:3 method="wB97M-V/def2-TZVPD" charge=0 e_lumo_ev=0.457 homo_lumo_gap_ev=9.64
C 0.994 -24.551 8.771
O 0.304 -23.780 7.807
C 0.452 -24.161 6.550
O 1.123 -25.057 6.138
O -0.267 -23.334 5.822
C -0.281 -23.348 4.402
H 1.068 -25.591 8.457
H 0.381 -24.592 9.674
H 1.966 -24.210 9.121
H 0.675 -23.109 3.949
H -1.056 -22.634 4.134
H -0.684 -24.296 4.036
C 3.997 -17.589 7.475
O 3.835 -18.501 6.428
C 4.684 -18.255 5.310
C 4.664 -19.403 4.344
O 3.371 -19.592 3.750
C 3.291 -20.745 2.994
C 4.275 -20.997 1.836
O 5.424 -21.715 2.168
C 6.395 -21.693 1.163
H 4.958 -17.725 7.981
H 3.181 -17.721 8.184
H 3.932 -16.526 7.204
H 5.702 -18.262 5.728
H 4.465 -17.260 4.911
H 5.003 -20.293 4.873
H 5.298 -19.093 3.511
H 2.273 -20.722 2.598
H 3.265 -21.685 3.577
H 4.500 -20.018 1.388
H 3.670 -21.487 1.066
H 7.212 -22.381 1.358
H 6.817 -20.683 1.031
H 5.945 -21.874 0.177
C -6.971 -19.225 7.973
O -6.911 -18.284 6.924
C -6.243 -17.119 7.337
C -5.946 -16.190 6.151
O -5.405 -16.868 5.050
C -4.191 -17.583 5.255
C -3.188 -17.236 4.172
O -2.311 -16.233 4.699
C -2.567 -14.956 4.165
H -7.329 -18.776 8.910
H -5.965 -19.567 8.254
H -7.636 -20.012 7.631
H -5.342 -17.347 7.917
H -6.886 -16.525 8.003
H -5.354 -15.321 6.460
H -6.911 -15.836 5.782
H -4.318 -18.667 5.292
H -3.742 -17.200 6.175
H -3.697 -16.906 3.261
H -2.659 -18.111 3.787
H -2.255 -14.156 4.839
H -3.641 -14.743 4.074
H -2.162 -14.821 3.160
C 7.750 -22.642 -5.034
O 6.599 -21.978 -4.550
C 6.006 -22.645 -3.458
C 4.648 -21.972 -3.287
O 3.901 -22.641 -2.296
C 2.542 -22.283 -2.231
C 2.232 -20.794 -2.184
O 2.878 -20.359 -0.988
C 2.585 -19.017 -0.674
H 8.394 -23.106 -4.286
H 8.380 -21.897 -5.528
H 7.446 -23.328 -5.830
H 6.550 -22.528 -2.511
H 5.945 -23.728 -3.603
H 4.107 -22.022 -4.241
H 4.791 -20.921 -3.021
H 2.134 -22.804 -1.365
H 2.041 -22.761 -3.088
H 1.165 -20.571 -2.114
H 2.663 -20.269 -3.041
H 2.554 -18.293 -1.494
H 3.172 -18.575 0.132
H 1.578 -19.041 -0.221
C 0.283 -16.038 -0.572
C -0.812 -16.201 0.368
N -1.689 -16.279 1.095
H 0.293 -16.930 -1.201
H 1.231 -15.771 -0.107
H 0.157 -15.217 -1.284
C -4.306 -23.092 3.525
C -3.599 -21.839 3.784
N -3.045 -20.849 3.964
H -4.677 -23.525 4.447
H -3.624 -23.757 2.994
H -5.102 -22.908 2.803
C 1.662 -16.439 4.755
C 2.024 -16.599 3.346
N 2.303 -16.738 2.242
H 2.263 -17.046 5.434
H 0.585 -16.545 4.858
H 1.957 -15.446 5.111
C -0.505 -19.514 2.458
C -0.235 -20.860 1.953
N 0.059 -21.899 1.566
H 0.458 -18.988 2.457
H -0.919 -19.565 3.458
H -1.073 -18.902 1.758
C -0.934 -19.267 6.695
C -0.150 -18.712 7.800
N 0.503 -18.238 8.615
H -1.987 -19.358 6.951
H -0.526 -20.260 6.488
H -0.879 -18.758 5.734

111
Properties=species:S:1:pos:R:3 method="wB97M-V/def2-TZVPD" de_lowest_ev=0.839 charge=+1 multiplicity=6 e_lumo_ev="-1.782 / -1.807" homo_lumo_gap_ev="6.44 / 7.31" s_squared=8.76
Mn 1.664 -0.504 -1.080
C 1.757 1.705 -3.434
C 2.436 0.417 -3.924
N 3.291 -0.178 -2.899
C 4.478 0.597 -2.534
C 4.766 0.463 -1.036
N 3.546 0.576 -0.244
C 3.020 1.914 0.027
C 2.345 2.576 -1.179
N 1.479 1.675 -1.986
H 0.821 1.820 -3.983
H 2.362 2.580 -3.682
H 2.971 0.627 -4.859
H 1.666 -0.326 -4.151
H 3.554 -1.114 -3.186
H 4.309 1.640 -2.798
H 5.361 0.284 -3.099
H 5.529 1.195 -0.744
H 5.180 -0.529 -0.844
H 3.634 0.067 0.629
H 3.801 2.595 0.388
H 2.280 1.794 0.818
H 3.099 3.006 -1.837
H 1.762 3.421 -0.806
H 0.513 1.929 -1.825
C -0.902 5.802 3.400
C -1.038 4.280 3.206
C 0.236 3.850 2.455
C -2.256 4.004 2.324
C -1.177 3.591 4.610
O 0.009 3.814 5.365
C -2.403 4.165 5.405
C -3.529 3.249 5.926
C -4.505 2.757 4.884
C -4.688 1.401 4.635
C -5.576 0.957 3.664
C -6.300 1.886 2.938
Cl -7.403 1.347 1.713
C -6.164 3.243 3.187
C -5.272 3.665 4.158
C -1.319 2.061 4.587
N -0.324 1.291 3.861
C -0.523 0.601 2.744
N 0.626 0.059 2.370
C 1.507 0.440 3.335
N 0.961 1.187 4.255
H -0.936 6.288 2.425
H 0.062 6.062 3.843
H -1.690 6.244 4.007
H 0.458 4.599 1.691
H 0.125 2.900 1.933
H 1.089 3.789 3.128
H -2.104 4.456 1.342
H -3.175 4.418 2.738
H -2.420 2.935 2.166
H 0.124 4.762 5.492
H -2.881 4.953 4.825
H -1.970 4.652 6.280
H -4.087 3.850 6.649
H -3.135 2.408 6.498
H -4.137 0.670 5.216
H -5.714 -0.100 3.479
H -6.756 3.954 2.627
H -5.177 4.727 4.357
H -2.273 1.785 4.147
H -1.292 1.706 5.615
H -1.458 0.510 2.220
H 2.536 0.127 3.347
F -0.306 -1.597 0.942
B 0.881 -0.789 0.989
F 1.969 -1.658 1.414
C -0.346 -4.639 0.556
Si 0.561 -5.058 -1.023
C -0.393 -6.367 -1.976
C 2.313 -5.648 -0.674
Sb 0.893 -2.916 -2.416
Si 2.302 -3.815 -4.376
C 2.097 -2.821 -5.962
C 1.939 -5.614 -4.763
C 4.091 -3.637 -3.781
Si -1.435 -2.188 -3.182
C -2.667 -3.605 -3.236
C -2.017 -0.918 -1.918
C -1.327 -1.380 -4.883
H -0.562 -5.572 1.083
H -1.289 -4.125 0.372
H 0.251 -3.993 1.199
H -0.418 -7.268 -1.356
H 0.064 -6.633 -2.927
H -1.427 -6.074 -2.163
H 2.293 -6.547 -0.053
H 2.878 -4.884 -0.136
H 2.853 -5.892 -1.591
H 1.122 -2.976 -6.426
H 2.854 -3.163 -6.674
H 2.241 -1.749 -5.827
H 0.913 -5.759 -5.102
H 2.115 -6.266 -3.908
H 2.605 -5.940 -5.566
H 4.561 -2.750 -4.214
H 4.688 -4.493 -4.106
H 4.175 -3.576 -2.695
H -2.763 -4.080 -2.258
H -2.398 -4.370 -3.965
H -3.650 -3.213 -3.508
H -2.471 -1.415 -1.059
H -2.773 -0.275 -2.377
H -1.213 -0.292 -1.521
H -0.991 -2.073 -5.654
H -0.662 -0.513 -4.894
H -2.323 -1.029 -5.165